(1)
{
  "formula": "C5H8O",
  "method": "ωB97M-V/def2-TZVPD",
  "gap_ev": 10.6,
  "elements": ["C", "C", "C", "C", "C", "O", "H", "H", "H", "H", "H", "H", "H", "H"],
  "coordinates": [[-1.8368, 0.4550, 0.2993], [-0.4610, 0.0588, -0.1231], [0.5405, -0.6070, 0.7939], [1.6698, -0.2910, -0.2296], [0.6283, 0.5061, -1.0390], [-0.3299, -0.4786, -1.4396], [-1.8133, 1.0415, 1.2248], [-2.3275, -0.5036, 0.5214], [-2.4024, 0.9689, -0.4819], [0.6615, -0.0124, 1.7083], [0.3388, -1.6474, 1.0685], [2.4949, 0.2936, 0.1833], [2.0174, -1.1732, -0.7769], [0.8129, 1.3675, -1.6865]],
  "forces_ev_per_a": [[0.1, -0.2, 0.1], [-0.1, 0.7, -0.3], [0.2, -0.3, 0.3], [-0.2, 0.1, 0.0], [0.1, -0.1, 0.1], [0.1, -0.2, 0.0], [0.0, 0.0, -0.2], [-0.2, 0.3, 0.0], [0.2, 0.0, 0.1], [0.0, -0.1, -0.2], [0.1, 0.1, -0.1], [-0.1, -0.1, -0.1], [0.1, 0.3, 0.1], [-0.4, -0.3, 0.2]],
  "lowdin_charge": [0.00, -0.47, -0.10, -0.10, -0.18, 0.00, 0.08, 0.09, 0.09, 0.12, 0.11, 0.10, 0.11, 0.14]
}


(2)
{
  "formula": "C5H8O",
  "method": "ωB97M-V/def2-TZVPD",
  "gap_ev": 10.4,
  "elements": ["C", "C", "C", "C", "C", "H", "H", "H", "H", "H", "H", "H", "H", "O"],
  "coordinates": [[-0.6117, -1.0965, 0.5814], [-0.0482, 1.0472, 0.1627], [1.4044, 0.2730, -0.1195], [0.2913, -0.7790, -0.6497], [-0.3353, 0.4247, -1.2220], [-0.1201, -1.6917, 1.3380], [-1.8120, -1.1467, 0.3584], [0.1198, 2.0008, 0.4523], [2.2547, 0.5729, -0.7693], [1.4913, -0.0091, 0.9103], [0.1116, -1.5353, -1.4372], [0.0821, 0.7733, -2.1323], [-1.3463, 0.0731, -1.5751], [-0.6231, 0.2183, 1.2922]],
  "forces_ev_per_a": [[-1.7, 2.5, 0.1], [1.9, -2.9, -0.8], [-2.5, -1.8, 1.6], [-0.4, -0.9, -0.8], [-4.8, -0.5, 0.5], [-0.6, -1.2, -0.3], [3.2, -1.2, 0.2], [-0.5, 3.2, 0.7], [-1.0, 0.0, 0.6], [2.1, -0.2, 0.6], [1.8, -0.6, 0.6], [1.2, 0.9, -0.2], [-0.1, 1.2, 0.6], [1.3, 1.4, -3.5]],
  "lowdin_charge": [-0.12, -0.17, 0.00, -0.29, -0.19, 0.11, 0.17, 0.09, 0.12, 0.08, 0.14, 0.11, 0.12, -0.16]
}


(3)
{
  "formula": "C5H8O",
  "method": "ωB97M-V/def2-TZVPD",
  "gap_ev": 9.0,
  "elements": ["C", "C", "C", "C", "C", "O", "H", "H", "H", "H", "H", "H", "H", "H"],
  "coordinates": [[-2.0556, -0.2793, -0.2203], [-1.4002, 1.0426, -0.2025], [-0.7385, -0.1519, 0.4976], [0.4133, -0.5904, -0.2609], [2.5216, -0.3253, 0.3406], [1.3234, -1.0297, 0.6234], [-1.9999, -0.8564, -1.1368], [-2.9075, -0.4667, 0.4196], [-1.7797, 1.8148, 0.4589], [-0.9233, 1.3996, -1.1113], [-0.6867, -0.1302, 1.5856], [2.3488, 0.1886, -0.6108], [3.3891, -0.9762, 0.2910], [2.6120, 0.4037, 1.1505]],
  "forces_ev_per_a": [[-0.3, 0.0, -0.1], [-0.2, 0.2, -0.1], [0.1, -0.3, 0.1], [-0.3, 0.0, 0.5], [0.6, 0.2, -0.1], [-0.3, 0.3, -0.1], [-0.2, 0.1, 0.1], [0.0, 0.1, -0.1], [0.0, -0.2, -0.1], [-0.1, -0.1, 0.2], [-0.2, -0.2, -0.2], [0.5, 0.0, 0.1], [0.0, -0.2, 0.1], [0.3, 0.0, -0.2]],
  "lowdin_charge": [-0.12, -0.11, -0.30, -0.02, -0.09, -0.15, 0.10, 0.11, 0.10, 0.10, 0.14, 0.08, 0.08, 0.09]
}


(4)
{
  "formula": "C5H8O",
  "method": "ωB97M-V/def2-TZVPD",
  "gap_ev": 10.2,
  "elements": ["C", "C", "C", "O", "C", "C", "H", "H", "H", "H", "H", "H", "H", "H"],
  "coordinates": [[1.3340, -0.9437, 0.4867], [0.4859, -0.4893, 1.4135], [-0.5198, 0.4343, 0.8421], [-0.1065, 1.4888, -0.0258], [-0.2965, 0.2399, -0.6390], [1.0108, -0.4578, -0.9077], [2.2087, -1.5324, 0.7028], [0.4325, -0.8229, 2.4407], [-1.3928, 0.7378, 1.4410], [-1.1644, -0.0989, -1.1678], [0.9231, -1.2484, -1.6653], [1.7704, 0.2491, -1.2806], [-2.1383, 1.2960, -1.1185], [-2.5472, 1.1476, -0.5221]],
  "forces_ev_per_a": [[0.3, -0.1, 0.4], [0.6, 0.0, 0.1], [0.2, -0.4, -0.2], [0.3, 0.4, -0.1], [-0.2, -0.4, 0.4], [-0.1, -0.2, 0.3], [0.1, -0.3, 0.1], [0.3, 0.2, 0.1], [0.0, -0.7, -0.8], [-0.1, 0.8, -0.8], [0.0, 0.0, 0.4], [-0.3, -0.1, 0.2], [-0.7, 0.4, 0.0], [-0.5, 0.3, -0.1]],
  "lowdin_charge": [-0.08, -0.04, -0.24, -0.02, -0.34, -0.11, 0.10, 0.10, 0.14, 0.09, 0.12, 0.13, 0.08, 0.09]
}


(5)
{
  "formula": "C5H8O",
  "method": "ωB97M-V/def2-TZVPD",
  "gap_ev": 11.1,
  "elements": ["C", "C", "C", "O", "C", "C", "H", "H", "H", "H", "H", "H", "H", "H"],
  "coordinates": [[0.1841, 1.2049, 0.0941], [-1.0699, 0.5191, -0.4900], [-0.7061, -0.9538, -0.5731], [-0.7403, -1.5659, 0.7139], [0.5281, -1.2017, 0.1764], [1.0677, 0.1045, 0.7253], [0.7372, 1.6862, -0.7183], [-0.0694, 1.9842, 0.8162], [-1.3463, 0.9433, -1.4609], [-1.9269, 0.6269, 0.1806], [-1.0227, -1.5768, -1.4075], [1.1950, -2.0401, -0.0187], [2.1198, 0.2442, 0.4545], [1.0044, 0.1053, 1.8181]],
  "forces_ev_per_a": [[0.0, 0.1, 0.1], [0.0, 0.0, -0.1], [-0.1, 0.1, -0.2], [-0.1, -0.1, 0.2], [0.3, 0.0, 0.0], [0.0, 0.0, 0.0], [0.0, 0.0, 0.1], [0.0, 0.0, -0.1], [0.0, -0.1, 0.1], [0.0, 0.0, -0.1], [0.0, 0.1, 0.2], [-0.1, 0.1, 0.0], [-0.1, -0.1, 0.1], [0.0, 0.0, -0.1]],
  "lowdin_charge": [-0.17, -0.13, -0.25, -0.01, -0.25, -0.13, 0.10, 0.10, 0.11, 0.12, 0.14, 0.14, 0.11, 0.12]
}


(6)
{
  "formula": "C5H8O",
  "method": "ωB97M-V/def2-TZVPD",
  "gap_ev": 9.2,
  "elements": ["C", "C", "C", "C", "O", "C", "H", "H", "H", "H", "H", "H", "H", "H"],
  "coordinates": [[1.3807, 0.1582, -0.4253], [0.7361, 0.8575, 0.7244], [-0.7573, 0.9705, 0.4642], [-1.2933, -0.1619, -0.4345], [-0.5512, -1.3466, -0.1610], [0.7295, -1.0274, 0.2895], [0.9893, 0.2784, -1.4393], [2.4718, 0.1505, -0.4142], [0.6713, -0.6337, 1.3802], [-0.8824, 1.9420, -0.0350], [-1.3048, 1.0290, 1.4103], [-1.1899, 0.0964, -1.4962], [-2.3448, -0.3920, -0.2435], [1.3452, -1.9210, 0.3804]],
  "forces_ev_per_a": [[0.0, 0.0, 0.0], [-0.1, 0.0, -0.2], [0.0, 0.0, 0.1], [-0.1, 0.2, -0.1], [0.0, -0.1, 0.0], [0.2, -0.1, 0.1], [0.0, 0.0, 0.2], [-0.2, 0.0, 0.0], [0.0, -0.1, 0.0], [0.0, -0.1, 0.1], [0.1, 0.0, -0.1], [0.0, 0.0, 0.1], [0.1, 0.1, 0.0], [0.0, 0.1, 0.0]],
  "lowdin_charge": [-0.18, -0.02, -0.21, -0.20, -0.11, -0.26, 0.12, 0.10, 0.13, 0.13, 0.10, 0.11, 0.12, 0.15]
}


What energy relative to the best compared isomer or geometry (same formula, charge and spin) values result from the calculations? In sequence: 2.076, 4.608, 4.332, 3.790, 1.176, 4.364 eV.